DFT (ωB97M-V/def2-TZVPD) results for a structure of composition C26H15Cl5N5ORuS3.

The geometry in XYZ format:
```
56
Properties=species:S:1:pos:R:3:forces:R:3
Ru -1.28530 0.47302 -0.43312 0.218 0.167 -0.431
O -1.24127 -1.18923 -4.06847 -0.020 0.025 -0.036
C -1.03292 -0.84188 -2.91962 0.041 -0.039 -0.059
N -1.74702 0.06967 -2.22784 -0.164 -0.049 0.201
C -2.84351 0.76847 -2.85280 0.040 0.026 -0.013
C -3.42084 1.75367 -1.87433 -0.076 0.059 0.034
C -4.48308 2.57759 -2.21468 0.026 -0.025 -0.014
C -4.97143 3.47454 -1.28496 -0.067 0.035 -0.035
C -4.38638 3.53522 -0.02990 0.042 -0.009 0.048
C -3.33315 2.68868 0.24690 -0.025 0.036 0.003
N -2.86405 1.81719 -0.65143 -0.084 -0.259 -0.009
C 0.09537 -1.40350 -2.09789 0.153 -0.126 -0.068
C 0.96737 -2.33172 -2.62948 -0.049 0.049 0.020
C 1.99251 -2.80837 -1.82922 0.054 -0.080 -0.071
C 2.10099 -2.35145 -0.52762 0.054 0.028 0.069
C 1.18826 -1.42013 -0.06439 0.000 0.042 -0.061
N 0.21465 -0.94627 -0.84080 -0.326 -0.029 0.195
H -3.61773 0.06798 -3.18114 -0.012 -0.005 -0.001
H -2.49682 1.30201 -3.74443 -0.012 -0.018 -0.016
H -4.91136 2.50732 -3.20563 -0.003 -0.002 0.008
H -5.80062 4.12253 -1.53668 0.008 0.002 0.004
H -4.73404 4.22602 0.72426 0.002 -0.004 0.003
H -2.83141 2.69363 1.20506 -0.003 -0.004 0.007
H 0.82279 -2.64732 -3.65296 -0.007 -0.001 0.005
H 2.69755 -3.53153 -2.21725 0.014 0.023 0.009
H 2.88757 -2.69722 0.12848 0.004 0.007 0.001
H 1.23855 -1.02030 0.93810 0.008 0.014 0.056
Cl -0.92911 0.68661 2.19275 -0.067 -0.132 -0.033
C -2.11180 -0.61756 2.00297 0.119 0.127 0.035
C -2.41307 -0.85785 0.67791 0.061 -0.039 0.069
C -3.32284 -1.87662 0.44865 -0.058 -0.025 -0.004
Cl -3.76581 -2.27043 -1.18185 0.001 -0.001 -0.011
C -3.89254 -2.59754 1.50212 -0.038 -0.047 0.010
Cl -5.02260 -3.85635 1.18533 0.010 0.013 -0.008
C -3.55112 -2.30718 2.82506 0.032 0.044 -0.019
Cl -4.24581 -3.18698 4.12771 -0.006 -0.008 -0.004
C -2.63490 -1.28990 3.08917 -0.021 -0.018 0.010
Cl -2.16735 -0.88374 4.69082 -0.004 -0.002 0.001
S 5.25526 0.22214 -2.16553 0.105 -0.064 -0.048
C 3.92005 0.80990 -1.39388 -0.118 0.035 0.007
S 2.59368 1.46627 -2.31913 0.030 -0.097 0.033
C 1.69250 1.73825 -0.86294 -0.084 -0.020 -0.207
N 2.32084 1.40642 0.20200 0.053 -0.002 0.158
N 3.57354 0.89299 -0.07649 0.036 0.082 0.058
C 4.33138 0.52443 1.08660 -0.052 -0.079 -0.048
C 5.62874 0.02904 1.00681 0.019 -0.013 0.036
C 6.30334 -0.31796 2.17110 0.002 -0.003 -0.061
C 5.70807 -0.18281 3.41181 0.020 -0.011 0.020
C 4.41523 0.31369 3.48468 -0.048 0.028 -0.010
C 3.72586 0.66807 2.33752 -0.001 -0.013 0.033
S 0.05973 2.34083 -0.90860 0.182 0.380 0.147
H 6.11050 -0.08739 0.05289 0.004 0.010 -0.007
H 7.31262 -0.70025 2.08864 -0.002 0.004 0.010
H 6.24319 -0.45608 4.31160 -0.003 0.000 -0.002
H 3.93129 0.43541 4.44538 0.000 -0.004 -0.008
H 2.72646 1.06598 2.40870 0.010 -0.008 -0.009
```
Forces are in eV/Å.

## Properties
spin multiplicity: 2
<S²>: 0.757
lowest unoccupied orbital energy (spin up / spin down): -0.007 / -0.041 Ha
charge: 0
HOMO-LUMO gap (spin up / spin down): 7.728 / 6.886 eV
energy above the lowest of the compared OMol25 structures with the same formula, charge and spin: 0.0 kJ/mol